{"formula": "C64H140F12N9O11S4", "method": "wB97M-V/def2-TZVPD", "elements": ["C", "C", "N", "C", "C", "C", "C", "C", "O", "C", "H", "H", "H", "H", "H", "H", "H", "H", "H", "H", "H", "H", "H", "H", "H", "H", "H", "H", "H", "H", "C", "C", "N", "C", "C", "C", "C", "C", "O", "C", "H", "H", "H", "H", "H", "H", "H", "H", "H", "H", "H", "H", "H", "H", "H", "H", "H", "H", "H", "H", "C", "C", "N", "C", "C", "C", "C", "C", "O", "C", "H", "H", "H", "H", "H", "H", "H", "H", "H", "H", "H", "H", "H", "H", "H", "H", "H", "H", "H", "H", "C", "C", "C", "N", "C", "C", "C", "C", "C", "C", "H", "H", "H", "H", "H", "H", "H", "H", "H", "H", "H", "H", "H", "H", "H", "H", "H", "H", "H", "H", "C", "C", "C", "N", "C", "C", "C", "C", "C", "C", "H", "H", "H", "H", "H", "H", "H", "H", "H", "H", "H", "H", "H", "H", "H", "H", "H", "H", "H", "H", "C", "C", "C", "N", "C", "C", "C", "C", "C", "C", "H", "H", "H", "H", "H", "H", "H", "H", "H", "H", "H", "H", "H", "H", "H", "H", "H", "H", "H", "H", "C", "C", "C", "N", "C", "C", "C", "C", "C", "C", "H", "H", "H", "H", "H", "H", "H", "H", "H", "H", "H", "H", "H", "H", "H", "H", "H", "H", "H", "H", "C", "F", "F", "F", "S", "O", "O", "N", "S", "O", "O", "C", "F", "F", "F", "C", "F", "F", "F", "S", "O", "O", "N", "S", "O", "O", "C", "F", "F", "F"], "positions_angstrom": [[10.401029, -8.624750, -10.380505], [8.973600, -9.033711, -10.415918], [7.963271, -8.208603, -9.524959], [6.543157, -8.794580, -9.675722], [8.239863, -8.280732, -8.045544], [8.614488, -9.707715, -7.582329], [8.158028, -6.863820, -10.158706], [7.146829, -5.771839, -9.722073], [7.679762, -5.335348, -8.029416], [7.845103, -4.159986, -7.834992], [11.023306, -9.385324, -10.877526], [10.822838, -8.595382, -9.372741], [10.554899, -7.774237, -11.024936], [8.952210, -10.034246, -10.041960], [8.520710, -9.050135, -11.464240], [6.722556, -9.875524, -9.625181], [6.034249, -8.596414, -10.622874], [5.895441, -8.535607, -8.852133], [7.388675, -7.856334, -7.473007], [9.084212, -7.547242, -7.837960], [7.995361, -10.382562, -8.068519], [8.459065, -9.889706, -6.527824], [9.651848, -9.871476, -7.816876], [8.061082, -6.970533, -11.269501], [9.193422, -6.464088, -10.114177], [6.259433, -6.107054, -9.144390], [7.105501, -4.823691, -10.296486], [8.900122, -4.316016, -6.288475], [7.933599, -3.829269, -6.693267], [7.792104, -3.294714, -8.485788], [13.830936, -1.788777, 4.222631], [13.411374, -0.436086, 3.604960], [13.465668, -0.303077, 2.097329], [12.486082, 0.805046, 1.719591], [14.950243, -0.123177, 1.739882], [15.207124, 0.023296, 0.234062], [13.012742, -1.601291, 1.378372], [11.676373, -2.188980, 1.774595], [10.514730, -1.571163, 0.983348], [9.443497, -2.303247, 1.113250], [14.859994, -2.086207, 4.029940], [13.147692, -2.584751, 3.791972], [13.558448, -1.779171, 5.303528], [13.928815, 0.387566, 4.082615], [12.374912, -0.403227, 3.893906], [12.338734, 0.930915, 0.623284], [12.907682, 1.804211, 2.017888], [11.516070, 0.632289, 2.206787], [15.428248, -0.994244, 2.128716], [15.156391, 0.800554, 2.223967], [15.205873, -0.957304, -0.179669], [16.204518, 0.312477, 0.085267], [14.580194, 0.620074, -0.391096], [13.754758, -2.323609, 1.590874], [13.005145, -1.372592, 0.351003], [11.418971, -2.200120, 2.830796], [11.763363, -3.116071, 1.421324], [6.717724, 0.196279, 1.855175], [9.504362, -3.280606, 1.528443], [8.604500, -1.933510, 0.670763], [-7.423823, -4.987272, 4.902780], [-7.613062, -4.854927, 6.404289], [-7.551008, -3.393239, 6.858023], [-8.617019, -2.585036, 6.238034], [-7.683566, -3.439661, 8.376159], [-8.951239, -3.951297, 8.989314], [-6.226644, -2.827335, 6.497527], [-5.685934, -1.720585, 7.387727], [-6.644963, -0.720674, 7.433490], [-6.452733, 0.336533, 8.352536], [-8.263432, -4.623168, 4.321745], [-7.192193, -6.078607, 4.732265], [-6.528902, -4.544453, 4.505249], [-6.913962, -5.422768, 6.995868], [-8.641787, -5.280833, 6.581943], [-9.631591, -2.837050, 6.486210], [-8.360043, -2.613649, 5.159693], [-8.372802, -1.619229, 6.533213], [-7.457653, -2.402630, 8.667266], [-6.849489, -4.066546, 8.775892], [-9.093519, -4.949298, 8.614252], [-9.921643, -3.406066, 8.765581], [-8.814876, -3.999355, 10.093466], [-6.386174, -2.363455, 5.525110], [-5.495541, -3.606106, 6.394764], [-4.747144, -1.366988, 6.928778], [-5.416614, -2.044993, 8.407465], [-7.431937, 0.827088, 8.465760], [-5.637410, 0.935558, 7.936033], [-6.135446, -0.060941, 9.311963], [-1.510948, 6.206616, 8.007758], [-1.963378, 7.661499, 7.854823], [-3.481327, 7.689121, 7.982695], [-4.023717, 9.046560, 7.835564], [-5.552465, 8.871760, 8.008008], [-6.315824, 10.164028, 8.014005], [-5.797377, 11.093513, 9.061692], [-4.304466, 11.237232, 9.043230], [-3.513732, 9.962331, 8.895373], [-3.790045, 9.695351, 6.562423], [-0.430976, 6.228270, 8.181349], [-1.592665, 5.567210, 7.149436], [-2.018473, 5.747844, 8.821666], [-1.678243, 8.088405, 6.897318], [-1.516628, 8.308573, 8.661487], [-3.858035, 7.265021, 8.928188], [-3.891310, 7.071033, 7.222646], [-5.632745, 8.264333, 8.881312], [-5.936088, 8.183106, 7.222534], [-7.304427, 9.870561, 8.345532], [-6.466195, 10.588346, 7.033198], [-6.124329, 10.571208, 9.993371], [-6.249833, 12.075154, 9.097522], [-3.888470, 11.605081, 9.996173], [-4.077009, 12.055636, 8.318389], [-3.430455, 9.394724, 9.811632], [-2.467072, 10.154785, 8.640146], [-3.771762, 10.749582, 6.680338], [-4.618315, 9.526197, 5.888985], [-2.856241, 9.430788, 6.102184], [1.160984, -8.576832, 1.175686], [0.084477, -7.555164, 1.498498], [0.748700, -6.187104, 1.340721], [-0.061335, -4.815320, 1.504587], [-0.295138, -4.616360, 2.991620], [-0.818867, -3.228296, 3.369113], [-0.041054, -2.105854, 2.781816], [0.252994, -2.310148, 1.245699], [0.763817, -3.715551, 0.895793], [-1.316019, -4.880367, 0.657517], [0.843570, -9.611353, 1.357056], [2.039801, -8.460887, 1.827273], [1.632455, -8.471629, 0.182929], [-0.261524, -7.731450, 2.544541], [-0.767028, -7.741407, 0.889228], [1.179803, -6.082551, 0.312269], [1.548066, -6.040594, 2.075893], [0.691085, -4.773430, 3.502844], [-0.986792, -5.391267, 3.329840], [-0.797528, -3.288630, 4.419318], [-1.871477, -3.155214, 3.076393], [0.892564, -1.975135, 3.315649], [-0.639143, -1.168961, 2.845189], [1.008131, -1.535630, 1.003010], [-0.684238, -2.111551, 0.659865], [1.775967, -3.833357, 1.295415], [0.827603, -3.903323, -0.172939], [-1.175421, -5.518269, -0.218292], [-1.614802, -3.887512, 0.424893], [-2.092974, -5.322168, 1.293043], [1.230315, 4.719314, -3.076320], [1.783475, 3.672276, -3.937134], [2.109803, 4.354065, -5.303908], [2.887005, 3.422239, -6.225228], [2.534517, 1.966075, -6.081799], [1.111526, 1.655020, -6.568108], [0.820375, 2.161411, -8.000306], [1.341152, 3.604953, -8.191201], [2.767318, 3.763932, -7.662293], [4.395315, 3.610795, -5.903997], [0.991375, 4.303554, -2.077021], [0.367051, 5.231470, -3.483119], [2.036420, 5.435661, -2.870570], [1.109035, 2.821576, -4.084814], [2.626846, 3.257136, -3.403771], [2.637729, 5.296238, -5.198932], [1.220329, 4.631288, -5.854016], [2.642112, 1.637041, -5.069766], [3.232165, 1.433741, -6.700488], [0.499463, 2.194896, -5.792521], [0.952684, 0.598183, -6.501358], [-0.263937, 2.028692, -8.183228], [1.471478, 1.602273, -8.652989], [0.740426, 4.360265, -7.661680], [1.284071, 3.970769, -9.210302], [3.241540, 4.775927, -7.787109], [3.438905, 3.053616, -8.173910], [4.701381, 4.583647, -6.159132], [4.822430, 2.737480, -6.339232], [4.390425, 3.497305, -4.822157], [-5.360301, 6.520335, -3.270515], [-6.024045, 5.153960, -3.055159], [-7.551302, 5.204051, -2.804063], [-8.298697, 3.946262, -3.129389], [-7.812033, 2.735862, -2.319872], [-8.640134, 1.546679, -2.612982], [-10.046102, 1.761312, -2.207386], [-10.652776, 2.930745, -2.994028], [-9.737711, 4.157097, -2.721511], [-8.200793, 3.748639, -4.598714], [-5.409043, 7.019812, -2.278039], [-5.978465, 7.165613, -3.898439], [-4.325785, 6.444247, -3.647866], [-5.513923, 4.586112, -2.219559], [-5.857080, 4.659371, -3.972207], [-7.954843, 5.899736, -3.499610], [-7.746034, 5.527963, -1.816932], [-7.848990, 2.975896, -1.250895], [-6.769851, 2.566593, -2.648684], [-8.204189, 0.707258, -2.111221], [-8.649069, 1.274644, -3.647928], [-10.049342, 2.028589, -1.147019], [-10.670289, 0.898372, -2.349578], [-11.694194, 3.207902, -2.687493], [-10.575796, 2.817203, -4.091556], [-9.714557, 4.447667, -1.615999], [-10.044906, 5.108624, -3.181719], [-8.192302, 4.681444, -5.119929], [-8.932101, 3.125719, -5.058834], [-7.175598, 3.310032, -4.721749], [-1.990449, 0.668279, -1.854555], [-1.149962, 0.838602, -0.887680], [-3.285951, 0.714066, -1.273415], [-1.941692, 1.671424, -2.777678], [-1.649696, -1.088925, -2.648477], [-0.337889, -1.166712, -3.222361], [-2.160476, -1.868995, -1.595768], [-2.577203, -1.185023, -3.938023], [-2.663240, -0.415080, -5.421181], [-3.063598, 1.008857, -5.316302], [-1.403298, -0.799670, -6.046845], [-4.199961, -1.257825, -6.016029], [-4.108583, -2.526006, -5.690251], [-5.261873, -0.703044, -5.380689], [-4.316463, -1.086795, -7.339085], [-5.607835, -1.595796, 2.175328], [-6.572383, -0.713948, 1.788684], [-6.191312, -2.520844, 2.900905], [-5.124736, -2.120495, 1.110476], [-4.425326, -0.573807, 3.194667], [-5.173133, -0.177038, 4.359772], [-3.287203, -1.426755, 3.341954], [-4.016098, 0.464231, 2.100385], [-3.968247, 2.051794, 2.205385], [-3.921780, 2.500739, 3.628136], [-3.084035, 2.508374, 1.186110], [-5.660725, 2.483242, 1.663561], [-6.534119, 2.017477, 2.488912], [-5.660091, 3.848912, 1.620201], [-5.867992, 2.015692, 0.427789]], "forces_ev_per_a": [[0.8, -0.1, -0.5], [-1.5, -1.1, -0.5], [0.0, 0.0, -1.4], [0.9, -0.9, -0.7], [1.7, 1.3, 1.5], [0.4, 1.9, 0.2], [-1.5, 2.2, -0.8], [1.7, -0.7, 3.6], [-1.8, -6.2, -4.4], [-0.5, 7.0, 4.9], [-0.6, -0.2, 0.1], [-0.1, 0.6, -0.1], [0.5, 0.7, 0.4], [-0.5, -0.7, 0.2], [0.6, 0.2, 1.5], [-0.3, 0.3, -0.1], [0.6, 0.3, 0.0], [0.1, 0.4, 0.2], [0.4, -0.3, -0.7], [-0.9, -1.0, -0.3], [-0.9, -1.6, -0.9], [0.0, 0.5, 0.3], [0.3, -0.4, 0.0], [-0.4, -0.3, 0.8], [-0.6, -0.5, 0.8], [0.1, 0.1, -1.6], [0.0, -0.8, 0.4], [1.5, 0.2, -0.3], [-1.0, -0.7, -1.8], [1.0, -0.3, -0.7], [-1.1, -0.7, -0.8], [-0.4, -1.3, 0.9], [-0.8, -1.2, -0.3], [0.9, 1.4, -0.6], [-2.0, 1.5, -1.7], [-0.4, -1.4, 0.9], [-0.9, 1.7, 1.9], [-1.0, 4.1, -0.1], [1.7, -0.9, 1.5], [1.4, 0.5, 0.5], [0.0, 0.0, 0.4], [1.0, 0.7, 0.6], [0.6, 0.2, -0.7], [0.1, 0.3, -0.3], [-0.5, 0.6, -0.1], [0.2, -0.7, 0.7], [-0.3, -1.1, 0.2], [0.5, -0.1, -0.2], [0.6, -0.2, 0.5], [0.8, 0.5, 0.7], [-0.2, -0.9, -0.6], [1.4, 0.8, 0.0], [-0.6, 0.7, 0.2], [0.8, -0.8, 0.1], [0.0, 0.2, -1.3], [-0.1, 0.3, -0.1], [-0.1, -4.1, -1.2], [0.6, -0.6, -0.1], [0.0, -0.6, 0.5], [-2.3, 0.9, -1.3], [1.0, -1.7, 0.1], [-1.7, 0.3, -1.2], [-0.7, -2.5, 1.9], [0.9, -0.4, -1.7], [1.2, 1.2, 0.7], [-1.4, 0.2, 0.0], [0.3, 1.2, -0.5], [0.7, 0.0, 0.3], [-1.1, -0.1, -0.2], [0.3, -0.3, -0.4], [-0.2, -0.3, 0.0], [-0.9, 0.9, -0.1], [0.4, 0.6, 0.0], [0.4, 0.0, 0.1], [1.0, 0.8, 0.3], [-0.1, -0.6, 0.1], [-0.9, -0.1, 0.5], [-0.1, 1.9, 0.6], [-0.4, -0.5, 0.1], [-0.5, 0.4, -0.6], [-0.3, -0.6, 0.3], [1.4, -0.3, 0.3], [-0.1, 0.1, -0.8], [0.3, -0.1, -0.1], [0.2, -0.5, 0.1], [-0.2, -0.1, -0.1], [-0.1, -0.2, -0.2], [0.7, 0.1, -0.2], [-0.3, 0.6, 0.3], [0.0, 0.0, 0.4], [1.5, 1.0, -0.2], [-0.3, 0.0, 1.0], [1.3, -0.1, 0.3], [-2.2, 0.0, 0.6], [0.4, -0.5, -1.2], [-0.7, -0.4, 0.0], [-0.2, -0.8, 2.0], [0.9, 1.3, 0.3], [0.9, -0.1, -0.2], [-0.2, 0.1, -1.6], [-0.2, -0.2, 0.4], [-0.6, 0.0, -0.7], [-0.2, -0.5, 0.8], [0.2, -0.1, 0.0], [-0.2, -0.8, -0.8], [0.4, 0.4, -0.2], [-0.5, -0.4, -0.9], [-0.3, 0.1, 1.1], [0.7, 0.6, 0.1], [-0.5, 0.0, -0.2], [0.3, 0.1, -0.4], [0.4, 0.6, -0.2], [-0.3, 0.1, -0.3], [-0.6, 0.3, -0.2], [0.4, -0.9, 0.2], [-0.5, -0.2, 0.4], [-0.2, 0.3, -0.1], [0.0, 0.9, 0.3], [0.0, -0.5, -0.3], [0.3, -0.4, 0.0], [1.3, -0.5, 0.3], [0.4, 0.3, 1.4], [-0.1, 1.7, -0.8], [0.1, -1.7, -0.7], [0.7, 0.4, 0.0], [-1.0, -1.5, -1.5], [0.0, 0.9, -1.4], [-0.9, 0.3, 0.5], [1.0, 0.6, 0.9], [-0.4, -1.1, 1.6], [-0.2, 0.3, -0.4], [-0.3, 0.1, 0.2], [-0.8, -0.1, 0.1], [0.3, 0.3, -0.6], [-0.7, 0.3, -0.8], [-0.3, -0.2, 0.8], [0.0, -0.3, -0.3], [-0.7, 0.0, -0.6], [0.1, 0.0, -0.2], [-0.1, 0.5, 1.5], [0.1, 0.1, 0.1], [0.3, 0.1, 0.1], [0.5, -0.6, 0.2], [-0.4, -0.7, -0.4], [0.9, 0.1, 0.5], [0.0, -0.1, 0.1], [-0.2, 0.1, -0.1], [0.2, 0.4, 0.1], [-0.3, 0.7, -0.5], [0.1, 0.0, -0.3], [-0.1, 0.8, 2.2], [0.1, -0.3, -1.7], [-0.2, -1.4, 0.1], [1.5, 0.7, 0.4], [-0.8, -0.2, -0.9], [0.0, 2.1, 0.8], [0.4, 0.7, 1.0], [-0.5, 0.9, 0.9], [0.3, 0.5, -1.1], [-2.9, -1.7, 1.7], [-0.2, 0.2, -0.6], [-0.2, 0.1, 0.0], [-0.3, 0.2, -0.1], [-0.1, 0.4, 0.0], [0.7, -0.1, -0.3], [0.6, -0.1, 0.1], [-0.5, -0.2, 0.3], [0.3, 0.0, 0.6], [0.6, -0.2, -0.3], [-0.2, -0.9, -1.1], [-0.3, -0.6, 0.3], [0.8, 0.1, -0.3], [-0.3, -0.8, -0.6], [-0.2, -0.4, -0.1], [0.2, -0.3, -0.3], [-0.9, -0.8, 0.0], [-0.2, 0.3, 0.1], [0.5, 0.9, -0.7], [1.1, 0.0, -0.5], [0.6, 0.0, 0.1], [-0.8, 0.5, 1.7], [0.2, -0.5, 1.1], [1.7, -0.1, -0.9], [-1.0, -0.3, 1.0], [1.5, 0.7, -1.0], [-0.2, -0.6, -0.3], [-1.5, 0.7, 0.3], [0.8, 1.5, 0.2], [-0.7, 1.3, 1.5], [2.6, -0.9, 0.1], [0.6, 0.0, -0.6], [0.2, -0.2, -0.4], [-0.6, 0.0, 0.3], [-0.5, 0.6, -1.0], [0.2, -1.1, -0.9], [-0.5, 0.9, -0.3], [-0.5, 0.1, 1.1], [0.1, 0.3, -0.3], [-0.4, 0.2, 0.4], [0.3, -0.5, 0.5], [0.4, -0.1, -0.9], [-0.3, -0.1, 0.1], [-0.1, -0.6, 0.0], [0.9, -0.4, -0.4], [-0.7, -0.5, 0.6], [0.0, -0.8, -1.3], [-0.2, -0.5, -0.3], [-0.2, 0.8, 0.0], [-0.5, -0.6, 0.2], [-1.1, 0.1, -0.4], [-2.6, -0.9, -1.2], [1.1, 0.7, 0.8], [2.3, -0.2, -1.4], [0.3, -0.8, 1.1], [-2.1, 3.0, -5.2], [1.7, 0.2, 2.0], [0.2, -1.8, 1.6], [-2.4, 1.1, -0.4], [2.7, 0.9, 5.3], [0.7, -2.4, -1.0], [-1.7, 0.8, -1.4], [0.1, 0.5, 0.5], [-0.5, -0.4, -0.6], [0.7, -0.5, -0.8], [-0.2, -0.2, 0.6], [-0.7, 2.9, 0.6], [-0.2, -0.3, 0.1], [-0.5, -1.1, 0.9], [1.1, -0.9, -1.3], [0.4, 0.2, -1.1], [0.0, -0.2, -0.2], [0.5, -1.2, 1.0], [-0.4, 0.8, 0.1], [-0.1, -1.3, 3.2], [0.2, -0.4, -3.2], [0.1, 0.7, 0.2], [2.4, 1.1, -0.7], [-1.3, 0.0, 0.6], [-0.9, -0.6, -0.1], [-0.5, 0.2, 0.0]], "mulliken_charge": [-1.28, -0.50, 0.08, -0.98, -0.36, -1.34, -0.69, -0.54, -0.31, -0.44, 0.42, 0.27, 0.43, 0.49, 0.51, 0.46, 0.35, 0.43, 0.50, 0.39, 0.37, 0.38, 0.35, 0.53, 0.45, 0.19, 0.48, 0.06, 0.02, 0.26, -1.09, -0.40, 0.04, -0.86, -0.29, -1.35, -0.90, -1.32, -0.33, -0.45, 0.33, 0.24, 0.39, 0.48, 0.40, 0.35, 0.35, 0.43, 0.33, 0.40, 0.41, 0.43, 0.35, 0.63, 0.69, 0.51, 0.79, -0.26, 0.27, 0.44, -1.22, -0.46, 0.68, -0.90, -0.35, -1.19, -0.48, -1.36, -0.25, -0.90, 0.36, 0.42, 0.25, 0.47, 0.30, 0.33, 0.38, 0.35, 0.31, 0.36, 0.37, 0.28, 0.39, 0.44, 0.36, 0.69, 0.47, 0.27, 0.26, 0.38, -1.44, 0.01, -0.97, 0.37, -0.85, -0.67, -0.59, -0.78, -0.88, -0.77, 0.37, 0.38, 0.40, 0.23, 0.31, 0.42, 0.42, 0.52, 0.43, 0.40, 0.34, 0.28, 0.37, 0.37, 0.39, 0.50, 0.47, 0.33, 0.29, 0.32, -1.36, -0.06, -0.90, 0.45, -0.88, -0.38, -0.80, -0.04, -0.85, -1.04, 0.39, 0.35, 0.34, 0.28, 0.40, 0.39, 0.37, 0.35, 0.44, 0.51, 0.11, 0.41, 0.29, 0.44, -0.18, 0.45, 0.49, 0.31, 0.44, 0.35, -1.65, 0.11, -0.58, 0.03, -1.21, -0.03, -0.79, -0.70, -0.57, -1.01, 0.39, 0.36, 0.42, 0.20, 0.27, 0.35, 0.30, 0.52, 0.58, 0.07, 0.42, 0.41, 0.32, 0.29, 0.48, 0.38, 0.42, 0.41, 0.41, 0.41, -1.41, -0.06, -0.89, 0.22, -0.92, -0.76, -0.64, -0.65, -0.59, -0.97, 0.35, 0.37, 0.35, 0.24, 0.32, 0.48, 0.47, 0.36, 0.52, 0.51, 0.34, 0.29, 0.43, 0.39, 0.22, 0.36, 0.49, 0.28, 0.45, 0.41, 0.38, -0.17, -0.16, -0.18, 0.98, -0.67, -0.53, -0.49, 1.14, -0.61, -0.62, 0.51, -0.19, -0.19, -0.19, 0.49, -0.27, -0.19, -0.15, 0.70, -0.49, -0.56, -0.32, 0.93, -0.66, -0.53, 0.59, -0.16, -0.26, -0.13], "orbital_gap_ev": 4.1, "total_charge": 5, "multiplicity": 1, "e_lumo_ha": -0.3119}